This record from the Open Molecules 2025 dataset describes HN3O2 in the gas phase at a distorted geometry. The level of theory is ωB97M-V/def2-TZVPD.

Cartesian coordinates (Å):
N 1.21476 -0.59223 0.00280
N -1.16341 -0.71394 0.01856
N -0.02909 0.08326 -0.01775
O 2.19535 0.09151 0.02240
O -2.14556 -0.04133 0.02021
H -0.07205 1.17273 -0.04621

Results
electronic energy: -315.1804 hartree
HOMO-LUMO gap: 9.49 eV
relative energy (zero: lowest compared OMol25 entry of this formula, charge and spin): 3.0651 eV
charge: 0
SMILES: O=NNN=O

Atomic partial charges in e from the Löwdin method, atoms 1 to 5:
1. N -0.0650
2. N -0.0630
3. N -0.0453
4. O -0.0040
5. O -0.0118

---

This record from the Open Molecules 2025 dataset describes 2 unconnected molecules or ions with the total composition HN3O3 at a distorted geometry. The level of theory is ωB97M-V/def2-TZVPD.

Cartesian coordinates (Å):
N -1.31705 1.12332 0.00815
N 0.71540 0.55301 0.14364
N -2.12017 0.26928 -0.03965
O 1.46784 1.53734 -0.33126
O -2.01951 -1.03399 -0.09689
O -3.38205 0.72218 -0.04912
H 0.58193 -0.25562 -0.40947

Results
electronic energy: -390.2562 hartree
HOMO-LUMO gap (alpha / beta): 5.87 / 6.16 eV
relative energy (zero: lowest compared OMol25 entry of this formula, charge and spin): 1.9204 eV
charge: -2

Atomic partial charges in e from the Löwdin method, atoms 1 to 5:
1. N 0.0566
2. N -0.2193
3. N -0.6939
4. O -0.4677
5. O -0.2752

---

This record from the Open Molecules 2025 dataset describes 2 unconnected molecules or ions with the total composition HN3O3S at a distorted geometry. The level of theory is ωB97M-V/def2-TZVPD.

Cartesian coordinates (Å):
N -1.13844 2.21020 -0.37292
N -0.55375 1.44278 0.25913
N -0.05791 0.70450 1.01646
O 2.53125 -1.52224 0.42964
O 3.90833 0.69578 0.56942
O 2.61176 -0.01967 -1.58693
S 2.60317 0.26206 -0.14601
H 2.34807 -1.72368 1.53201

Results
electronic energy: -788.6668 hartree
HOMO-LUMO gap: 6.12 eV
relative energy (zero: lowest compared OMol25 entry of this formula, charge and spin): 1.9629 eV
charge: -2

Atomic partial charges in e from the Löwdin method, atoms 1 to 5:
1. N -0.1534
2. N -0.6755
3. N -0.1027
4. O -0.5451
5. O -0.6465

---

This record from the Open Molecules 2025 dataset describes HN3S in the gas phase at a distorted geometry. The level of theory is ωB97M-V/def2-TZVPD.

Cartesian coordinates (Å):
N -0.11954 -0.38179 0.03855
N -1.31594 -0.55628 -0.03782
N 0.87369 0.11680 -0.31324
S 2.35224 0.43071 0.06484
H -1.79045 0.39056 0.24767

Results
electronic energy: -562.9063 hartree
HOMO-LUMO gap (alpha / beta): 7.88 / 7.88 eV
relative energy (zero: lowest compared OMol25 entry of this formula, charge and spin): 3.0016 eV
charge: 0
SMILES: [H]/N=N\N=S

The Löwdin scheme yields these atomic charges, measured in e:
1. N -0.1822
2. N 0.0784
3. N -0.5405
4. S 0.5285
5. H 0.1158

---

This record from the Open Molecules 2025 dataset describes a gas-phase ion, HNO2PS (charge -1) at a distorted geometry. The level of theory is ωB97M-V/def2-TZVPD.

Cartesian coordinates (Å):
N 1.66706 0.72352 0.47358
O -2.33564 -0.19116 -0.71730
O -0.51316 -1.58140 0.37347
P -1.14000 -0.21752 0.19131
S 0.35485 1.28155 -0.10955
H 1.96690 -0.01500 -0.21150

Results
electronic energy: -945.4403 hartree
HOMO-LUMO gap (alpha / beta): 7.29 / 7.30 eV
relative energy (zero: lowest compared OMol25 entry of this formula, charge and spin): 0.0000 eV
charge: -1

Atomic partial charges in e from the Löwdin method, atoms 1 to 5:
1. N -0.6170
2. O -0.4979
3. O -0.4889
4. P 0.2533
5. S 0.4045

---

This record from the Open Molecules 2025 dataset describes 2 unconnected molecules or ions with the total composition HNO2S2 at a distorted geometry. The level of theory is ωB97M-V/def2-TZVPD.

Cartesian coordinates (Å):
N 4.49217 -0.54587 0.16007
O 3.72450 -1.43388 0.15953
O 1.10214 -0.02605 0.39734
S -0.11648 -0.86311 0.64856
S 4.76678 0.85693 -0.19268
H -0.22860 -1.62588 -0.44444

Results
electronic energy: -1002.0401 hartree
HOMO-LUMO gap (alpha / beta): 9.06 / 6.90 eV
relative energy (zero: lowest compared OMol25 entry of this formula, charge and spin): 2.4147 eV
charge: 0

Atomic partial charges in e from the Löwdin method, atoms 1 to 5:
1. N -0.7466
2. O -0.0233
3. O -0.6632
4. S 0.7950
5. S 0.7691

---

This record from the Open Molecules 2025 dataset describes HNO2S2 in the gas phase at a distorted geometry. The level of theory is ωB97M-V/def2-TZVPD.

Cartesian coordinates (Å):
N 0.96025 0.49192 -2.99755
O -0.27010 -0.57631 -0.35758
O 1.04639 1.36978 -3.79099
S 1.29269 -1.05980 -0.58947
S 2.16448 0.42162 -1.67717
H -0.49461 -0.21624 0.41780

Results
spin multiplicity: 3
<S²>: 2.01
electronic energy: -1002.0564 hartree
HOMO-LUMO gap (alpha / beta): 8.27 / 7.84 eV
relative energy (zero: lowest compared OMol25 entry of this formula, charge and spin): 1.4722 eV
charge: 0

Atomic partial charges in e from the Löwdin method, atoms 1 to 5:
1. N -0.4403
2. O -0.4636
3. O -0.0789
4. S 0.5113
5. S 0.5084

---

This record from the Open Molecules 2025 dataset describes 2 unconnected molecules or ions with the total composition HNO3 at a distorted geometry. The level of theory is ωB97M-V/def2-TZVPD.

Cartesian coordinates (Å):
N -1.27825 0.96379 0.46223
O -1.09711 0.31283 -0.41930
O 0.93589 -0.43196 -0.43175
O 1.23539 0.20319 0.61496
H 0.20407 -1.04785 -0.22613

Results
electronic energy: -280.8281 hartree
HOMO-LUMO gap (alpha / beta): 10.51 / 8.25 eV
relative energy (zero: lowest compared OMol25 entry of this formula, charge and spin): 1.2967 eV
charge: 0

The Löwdin scheme yields these atomic charges, measured in e:
1. N 0.1333
2. O -0.0251
3. O -0.0947
4. O -0.1106
5. H 0.0971

---

This record from the Open Molecules 2025 dataset describes a molecular structure, HNO3 at a distorted geometry. The level of theory is ωB97M-V/def2-TZVPD.

Cartesian coordinates (Å):
N 1.23743 0.59573 0.19789
O 2.09969 -0.11918 0.21456
O -1.29371 0.11687 -0.57374
O -0.17468 -0.52594 -0.08141
H -1.86872 -0.06748 0.24270

Results
electronic energy: -280.8612 hartree
HOMO-LUMO gap (alpha / beta): 8.55 / 8.55 eV
relative energy (zero: lowest compared OMol25 entry of this formula, charge and spin): 0.3953 eV
charge: 0

The Löwdin scheme yields these atomic charges, measured in e:
1. N 0.1435
2. O 0.1150
3. O -0.1208
4. O -0.2600
5. H 0.1223

---

This record from the Open Molecules 2025 dataset describes a molecular structure, HNO3P2 at a distorted geometry. The level of theory is ωB97M-V/def2-TZVPD.

Cartesian coordinates (Å):
N 0.02388 -1.30851 0.08869
O 0.37310 -2.44057 0.01399
O -1.10317 -0.87400 0.37930
O -1.62150 2.01621 -0.28018
P -0.68448 1.25519 0.52157
P 1.04861 0.67546 -0.90398
H 1.96356 0.67621 0.18062

Results
electronic energy: -963.6251 hartree
HOMO-LUMO gap (alpha / beta): 6.57 / 6.57 eV
relative energy (zero: lowest compared OMol25 entry of this formula, charge and spin): 1.3707 eV
charge: 0

Atomic partial charges in e from the Löwdin method, atoms 1 to 5:
1. N -0.4178
2. O 0.0618
3. O -0.2170
4. O -0.5439
5. P 0.5946

---

This record from the Open Molecules 2025 dataset describes 2 unconnected molecules or ions with the total composition HNO3S at a distorted geometry. The level of theory is ωB97M-V/def2-TZVPD.

Cartesian coordinates (Å):
N 2.74471 1.10690 1.41484
O 3.49403 0.16720 1.29960
O 2.84287 2.28779 1.28888
O -0.62617 0.59394 0.26442
S 0.17929 0.14368 1.58781
H -0.95188 1.44227 0.65199

Results
electronic energy: -679.0545 hartree
HOMO-LUMO gap (alpha / beta): 6.38 / 6.38 eV
relative energy (zero: lowest compared OMol25 entry of this formula, charge and spin): 2.6509 eV
charge: 0

Atomic partial charges in e from the Löwdin method, atoms 1 to 5:
1. N -0.3198
2. O 0.0478
3. O 0.0653
4. O -0.5440
5. S 0.7299

---

This record from the Open Molecules 2025 dataset describes 2 unconnected molecules or ions with the total composition HNO4 at a distorted geometry. The level of theory is ωB97M-V/def2-TZVPD.

Cartesian coordinates (Å):
N 3.23467 -0.08429 -0.11689
O 3.11468 0.48124 0.92168
O 3.37684 0.51103 -1.21277
O -6.82998 0.03340 0.11044
O 3.09938 -1.45893 -0.20332
H -5.99558 0.51755 0.50086

Results
electronic energy: -356.1584 hartree
HOMO-LUMO gap: 7.06 eV
relative energy (zero: lowest compared OMol25 entry of this formula, charge and spin): 0.6312 eV
charge: -2

Atomic partial charges in e from the Löwdin method, atoms 1 to 5:
1. N -0.6204
2. O -0.0408
3. O -0.1150
4. O -0.8121
5. O -0.2238

---

This record from the Open Molecules 2025 dataset describes HNOS2 in the gas phase at a distorted geometry. The level of theory is ωB97M-V/def2-TZVPD.

Cartesian coordinates (Å):
N 1.19923 0.58582 -0.09730
O -0.96633 -2.16299 -0.06983
S -0.28192 1.13755 -0.07922
S -1.71363 -0.87205 0.03592
H 1.76265 1.31167 0.21042

Results
electronic energy: -926.8565 hartree
HOMO-LUMO gap (alpha / beta): 7.12 / 8.25 eV
relative energy (zero: lowest compared OMol25 entry of this formula, charge and spin): 0.8437 eV
charge: 0

The Löwdin scheme yields these atomic charges, measured in e:
1. N -0.4515
2. O -0.6324
3. S 0.5309
4. S 0.6329
5. H -0.0799

---

This record from the Open Molecules 2025 dataset describes a gas-phase ion, HO3S3 (charge -1) at a distorted geometry. The level of theory is ωB97M-V/def2-TZVPD.

Cartesian coordinates (Å):
O -1.05835 0.90733 0.65715
O 0.68399 -0.60181 1.21249
O -1.50388 -1.48461 0.66849
S 1.52577 0.89609 -1.25040
S 0.27301 -0.79937 -1.49273
S -0.53610 -0.45108 0.46195
H 0.61556 1.53345 -0.25695

Results
electronic energy: -1420.9507 hartree
HOMO-LUMO gap: 7.75 eV
relative energy (zero: lowest compared OMol25 entry of this formula, charge and spin): 0.4785 eV
charge: -1
SMILES: O=S(=O)([O-])SS

Atomic partial charges in e from the Löwdin method, atoms 1 to 5:
1. O -0.4353
2. O -0.4669
3. O -0.3970
4. S 0.1550
5. S 0.1888

---

This record from the Open Molecules 2025 dataset describes a molecular structure, HO3SSn at a distorted geometry. The level of theory is ωB97M-V/def2-TZVPD.

Cartesian coordinates (Å):
S 1.11606 -0.19097 0.39513
O 0.72921 1.20854 -0.15916
O -0.52828 -1.05198 -0.75671
Sn -1.15693 0.98667 0.56605
O 0.17789 -0.11851 1.63169
H -0.33794 -0.83375 -1.67701

Results
spin multiplicity: 2
<S²>: 0.75
electronic energy: -838.7386 hartree
HOMO-LUMO gap (alpha / beta): 6.85 / 9.26 eV
relative energy (zero: lowest compared OMol25 entry of this formula, charge and spin): 0.3266 eV
charge: 0

Atomic partial charges in e from the Löwdin method, atoms 1 to 5:
1. S 0.7971
2. O -0.7467
3. O -0.5069
4. Sn 1.2145
5. O -0.7296

---

This record from the Open Molecules 2025 dataset describes a molecular structure, HOSn at a distorted geometry. The level of theory is ωB97M-V/def2-TZVPD.

Cartesian coordinates (Å):
Sn -1.76435 0.89403 -2.59476
O 0.49756 -0.52320 1.00602
H 1.26680 -0.37082 1.58875

Results
electronic energy: -289.5675 hartree
HOMO-LUMO gap: 3.18 eV
relative energy (zero: lowest compared OMol25 entry of this formula, charge and spin): 4.5750 eV
charge: +1

The Löwdin scheme yields these atomic charges, measured in e:
1. Sn 1.2925
2. O -0.2522
3. H -0.0402

---

This record from the Open Molecules 2025 dataset describes a molecular structure, Hg5O20S5 at a distorted geometry. The level of theory is ωB97M-V/def2-TZVPD.

Cartesian coordinates (Å):
Hg -7.41205 -0.43984 -6.90824
Hg -13.39357 2.26388 -12.32200
Hg -4.37843 2.13093 -14.39037
Hg -5.11625 8.73923 -8.60729
Hg -10.94653 9.55128 -9.33643
S -7.02137 -2.48818 -12.72725
O -6.10085 -3.42217 -12.22172
O -6.47613 -1.82850 -13.80921
O -8.11060 -3.34923 -13.27399
O -7.47015 -1.64705 -11.55277
S -8.22407 4.24862 -9.77822
O -7.14475 3.88679 -10.67909
O -8.21926 5.70329 -9.58654
O -9.45955 4.00726 -10.33876
O -7.90811 3.64791 -8.47450
S -7.85480 13.23045 -5.83285
O -9.08813 13.65975 -5.03701
O -7.88718 11.93831 -6.46795
O -7.53570 14.34709 -6.85822
O -6.76499 13.02085 -5.00513
S -1.32452 6.01994 -12.88595
O -2.17460 6.45330 -11.77833
O -2.08898 5.66229 -14.13338
O -0.26767 7.01901 -13.09041
O -0.85039 4.69236 -12.38578
S -9.25576 3.17425 -16.64526
O -8.96910 1.74915 -16.76285
O -10.23509 3.41375 -15.68537
O -7.95583 3.86139 -16.59803
O -9.59670 3.60864 -17.98023

Results
electronic energy: -4261.7105 hartree
HOMO-LUMO gap: 2.54 eV
relative energy (zero: lowest compared OMol25 entry of this formula, charge and spin): 0.7730 eV
charge: 0

Atomic partial charges in e from the Löwdin method, atoms 1 to 5:
1. Hg 0.0672
2. Hg 0.0410
3. Hg 0.1765
4. Hg 0.0859
5. Hg 0.0489

---

This record from the Open Molecules 2025 dataset describes a molecular structure, HgI. The level of theory is ωB97M-V/def2-TZVPD.

Cartesian coordinates (Å):
Hg -8.55317 -20.90438 23.07093
I -6.54954 -19.40408 24.39962

Results
spin multiplicity: 2
<S²>: 0.77
electronic energy: -450.2325 hartree
HOMO-LUMO gap (alpha / beta): 7.32 / 6.91 eV
relative energy (zero: lowest compared OMol25 entry of this formula, charge and spin): 0.0718 eV
charge: +2

The Löwdin scheme yields these atomic charges, measured in e:
1. Hg 1.1414
2. I 0.8586

---

This record from the Open Molecules 2025 dataset describes 2 unconnected molecules or ions with the total composition I2OS at a distorted geometry. The level of theory is ωB97M-V/def2-TZVPD.

Cartesian coordinates (Å):
O -1.12032 -0.72019 0.00368
S -0.52983 0.09909 -1.08198
I 5.62887 -0.00997 -2.63110
I 1.88698 0.69323 -0.72944

Results
electronic energy: -1068.7548 hartree
HOMO-LUMO gap (alpha / beta): 8.36 / 6.00 eV
relative energy (zero: lowest compared OMol25 entry of this formula, charge and spin): 1.0763 eV
charge: 0

The Löwdin scheme yields these atomic charges, measured in e:
1. O -0.6450
2. S 0.3828
3. I -0.0017
4. I 0.2639

---

This record from the Open Molecules 2025 dataset describes a molecular structure, I3Y at a distorted geometry. The level of theory is ωB97M-V/def2-TZVPD.

Cartesian coordinates (Å):
Y 0.95211 -0.05564 -0.47236
I 0.56576 2.21509 1.40627
I 0.01447 -2.26098 1.05234
I -1.53235 0.10154 -1.98626

Results
electronic energy: -931.5423 hartree
HOMO-LUMO gap: 7.04 eV
relative energy (zero: lowest compared OMol25 entry of this formula, charge and spin): 0.0000 eV
charge: 0

The Löwdin scheme yields these atomic charges, measured in e:
1. Y 0.2915
2. I -0.1375
3. I -0.0521
4. I -0.1019